1.
Formula: C25H29FN4O
Source: the OMol25 dataset
Level of theory: the ωB97M-V functional and the def2-TZVPD basis

Calculated values
Gap between HOMO and LUMO, eV: 8.92
DFT total energy, a.u.: -1364.201382
HOMO energy, eV: -8.31
Energy above the lowest of the compared OMol25 structures with the same formula, charge and spin, kcal/mol: 1.04

The geometry in ORCA input format:
```
! wB97M-V def2-TZVPD RIJCOSX def2/J DEFGRID3
* xyz 0 1
C -2.27275 2.58344 2.82121
C -1.94734 1.09286 2.84892
N -2.47079 0.39544 1.70172
C -1.85586 0.50154 0.40109
C -2.85400 -0.18810 -0.53875
C -2.17820 -0.85164 -1.74004
N -1.62551 0.15136 -2.64136
C -2.54901 0.50466 -3.69625
C -0.30771 -0.20888 -3.15484
C 0.67624 -0.14210 -2.03451
C 0.95318 0.97825 -1.28473
N 1.74346 0.59504 -0.25427
C 2.23364 1.36979 0.80155
C 3.27648 0.87054 1.57730
C 3.75866 1.60738 2.63845
C 3.21876 2.85100 2.95415
C 3.76074 3.63858 4.10648
C 2.17468 3.33393 2.17699
C 1.67887 2.60595 1.11096
N 1.99361 -0.71335 -0.30060
C 1.36455 -1.18718 -1.36590
C 1.41873 -2.60687 -1.69759
C 1.55773 -3.03569 -3.01567
C 1.59311 -4.38467 -3.31547
C 1.49317 -5.29973 -2.28349
F 1.52170 -6.61866 -2.57357
C 1.37389 -4.90350 -0.96334
C 1.33932 -3.55291 -0.67698
C -3.57253 -1.16859 0.38943
C -3.42669 -0.55502 1.77622
O -4.03699 -0.86288 2.77551
H -1.90367 3.05632 3.72703
H -1.80717 3.06800 1.96629
H -3.34832 2.72901 2.76356
H -0.86065 0.94725 2.89263
H -2.40575 0.62965 3.72643
H -1.68623 1.54387 0.12820
H -0.89063 -0.02066 0.39988
H -3.56817 0.55633 -0.90062
H -1.37341 -1.49583 -1.37643
H -2.90717 -1.49311 -2.25892
H -2.73376 -0.32375 -4.39885
H -3.49910 0.80015 -3.25505
H -2.15121 1.35180 -4.25382
H -0.03987 0.52415 -3.92134
H -0.30771 -1.20917 -3.61636
H 0.64559 1.99101 -1.43769
H 3.68613 -0.09584 1.33090
H 4.56924 1.21487 3.23472
H 4.79869 3.91269 3.92032
H 3.73403 3.04486 5.01890
H 3.18605 4.54742 4.26411
H 1.73450 4.29259 2.41020
H 0.85656 2.99894 0.53381
H 1.66779 -2.31082 -3.80809
H 1.70315 -4.73163 -4.33092
H 1.30951 -5.64640 -0.18408
H 1.25119 -3.21308 0.34312
H -4.61909 -1.32780 0.13800
H -3.07365 -2.14081 0.40145
*
```



2.
Formula: C25H29N3O5
Source: the OMol25 dataset
Level of theory: the ωB97M-V functional and the def2-TZVPD basis

Calculated values
Gap between HOMO and LUMO, eV: 8.51
DFT total energy, a.u.: -1509.766993
HOMO energy, eV: -8.18
Energy above the lowest of the compared OMol25 structures with the same formula, charge and spin, kcal/mol: 525.27

The geometry in ORCA input format:
```
! wB97M-V def2-TZVPD RIJCOSX def2/J DEFGRID3
* xyz 0 1
C -2.53540 4.99216 0.65974
C -2.06720 3.68958 0.76804
C -1.91249 3.14888 1.95934
C -1.37015 1.72910 2.12787
C -1.00030 0.95571 0.93051
C -1.38105 1.37546 -0.20219
C -1.81969 2.61958 -0.22822
H -2.01739 3.18125 -1.50571
N -1.28804 0.59727 -1.53025
C -0.18851 0.58419 -2.20238
O -0.36023 -0.31152 -3.22602
C 0.88068 1.46154 -2.20142
N 1.42756 2.08174 -0.74321
C 0.98430 3.38408 -0.50454
O 0.74417 4.16331 -1.46447
C 1.39480 3.75634 0.99686
H 0.58382 3.92874 1.56781
O 2.36359 3.03343 1.69876
C 2.20404 1.86514 1.35215
C 2.75046 0.86898 2.47521
C 2.90303 -0.46608 2.13987
C 2.18215 -1.15461 1.14965
C 1.63991 -0.21240 0.10605
C 1.62863 1.07755 0.37844
H 1.31099 -0.59344 -1.06248
H 2.31674 -1.98463 0.93077
H 3.46303 -1.06915 3.06814
H 3.12209 1.44505 3.19094
H 1.81782 4.76091 0.90856
H 0.68436 2.42287 -2.56976
H 1.72468 1.07768 -2.55749
C -2.37977 -0.22702 -1.81650
H -2.61286 -0.28196 -2.78380
C -2.16768 -1.65732 -1.08765
O -2.84102 -2.04234 -0.10876
N -1.65235 -2.36747 -1.86090
H -0.81351 -1.88430 -2.67646
C -1.20460 -3.80104 -1.16133
H -0.96622 -4.37437 -2.27477
H -2.05198 -4.25700 -0.79036
C 0.19399 -3.66289 -0.32678
H -0.15554 -3.26476 0.50095
C 0.71749 -5.20350 -0.14075
H 1.40922 -5.11681 0.81561
H -0.15748 -5.87306 -0.11725
C 1.60296 -5.31291 -1.31008
H 1.04790 -5.95284 -2.00184
C 2.08935 -3.98517 -1.79891
H 3.00311 -3.84410 -1.90072
O 1.20361 -3.23400 -1.22824
H 1.73387 -3.97180 -3.05281
H 2.38889 -6.03113 -1.14134
H -3.37133 0.44499 -1.33353
H -0.87880 -0.09802 1.21068
C -1.11961 1.16051 3.63115
H -0.23249 0.88070 3.73231
H -1.55839 0.12524 3.54149
H -1.46315 1.66060 4.28975
H -2.07708 3.61685 2.84809
H -1.90945 5.55668 0.23136
H -3.38172 5.09810 0.06999
H -2.58173 5.49149 1.63082
*
```